[1]
The following is a quantum chemistry calculation of a single C3H4O molecule, from the OMol25 dataset.

```
8
Properties=species:S:1:pos:R:3:lowdin_charge:R:1
O 1.767 0.832 -1.789 0.126
C 0.973 0.459 -0.985 -0.420
C -0.428 0.249 -0.627 -0.061
C 0.716 -0.112 0.335 -0.061
H -1.043 1.106 -0.394 0.104
H -0.972 -0.555 -1.099 0.104
H 0.933 -1.157 0.503 0.104
H 0.865 0.503 1.210 0.104
```

Output
E: -5221.3990 eV
Multiplicity: 1
SMILES: O=C1CC1
Charge: 0
Frontier orbital gap: 10.311 eV

[2]
The following is a quantum chemistry calculation of C3H4O as an isolated structure at a distorted geometry, from the OMol25 dataset.

```
8
Properties=species:S:1:pos:R:3:lowdin_charge:R:1
C -0.366 0.644 0.007 -0.034
C 1.170 0.773 0.084 0.011
C -0.166 -0.759 0.050 -0.300
O 1.223 -0.654 0.124 -0.122
H -1.234 1.289 -0.045 0.072
H 1.811 1.630 0.214 0.089
H -0.392 -1.132 1.037 0.133
H -0.344 -1.243 -0.941 0.150
```

Output
E: -5219.3342 eV
Multiplicity: 1
Charge: 0
Frontier orbital gap: 9.593 eV

[3]
The following is a quantum chemistry calculation of a single C3H4O molecule at a distorted geometry, from the OMol25 dataset.

```
8
Properties=species:S:1:pos:R:3:lowdin_charge:R:1
O -1.745 0.258 0.183 -0.192
C -0.165 -0.005 -0.414 -0.219
C 0.893 -0.376 0.448 0.008
C 0.820 0.952 0.191 0.087
H -1.992 -0.407 0.902 0.059
H -0.227 -0.032 -1.482 0.108
H 1.386 -1.226 0.703 0.063
H 0.858 1.989 0.119 0.085
```

Output
E: -5219.0022 eV
Multiplicity: 1
SMILES: OC1C=C1
Charge: 0
Frontier orbital gap: 10.684 eV

[4]
The following is a quantum chemistry calculation of a 2-piece molecular cluster, C3H4O overall at a distorted geometry, from the OMol25 dataset.

```
8
Properties=species:S:1:pos:R:3:lowdin_charge:R:1
C -0.127 0.724 0.187 0.037
C -0.154 0.967 -1.214 -0.030
C -1.237 0.414 -0.646 -0.032
H 0.299 1.326 -2.105 0.088
H -2.216 0.026 -0.794 0.091
O 1.104 -1.506 1.367 -0.106
H 0.594 -0.700 1.163 -0.072
H 1.736 -1.250 2.042 0.024
```

Output
E: -5218.9999 eV
Multiplicity: 1
SMILES: C1=CC=1.O
Charge: 0
Frontier orbital gap: 10.389 eV

[5]
The following is a quantum chemistry calculation of a single C3H4O molecule at a distorted geometry, from the OMol25 dataset.

```
8
Properties=species:S:1:pos:R:3:lowdin_charge:R:1
C -1.087 -0.136 -0.495 0.041
C 0.131 -0.465 -0.185 -0.147
C 0.990 0.488 0.548 -0.282
O 0.655 1.564 1.009 0.037
H -1.779 -0.912 -0.837 0.076
H -1.491 0.819 -0.301 0.063
H 0.582 -1.403 -0.489 0.097
H 2.000 0.045 0.751 0.115
```

Output
E: -5221.9385 eV
Multiplicity: 1
SMILES: C=CC=O
Charge: 0
Frontier orbital gap: 10.079 eV

[6]
The following is a quantum chemistry calculation of a single C3H4O molecule at a distorted geometry, from the OMol25 dataset.

```
8
Properties=species:S:1:pos:R:3:lowdin_charge:R:1
C -0.624 -0.211 -0.461 -0.197
C 0.729 -0.286 0.242 -0.105
C -0.369 -1.658 -0.909 -0.039
O 0.747 -1.741 -0.210 -0.100
H -1.483 -0.320 0.251 0.118
H -0.930 0.650 -1.004 0.085
H 0.498 -0.426 1.256 0.088
H 1.603 0.372 -0.126 0.151
```

Output
E: -5219.0501 eV
Multiplicity: 1
Charge: 0
Frontier orbital gap: 9.379 eV